Entry 1:
15
Properties=species:S:1:pos:R:3 method="wB97M-V/def2-TZVPD" e_lumo_ev=0.57 gap_ev=10.727 e_homo_ev=-10.16 de_lowest_kj_mol=142.33 e_tot_ev=-10419.5284 charge=0 largest_force_ev_per_a=0.4 spin_multiplicity=1
O -1.79 -0.04 -0.90
C -0.82 0.35 -0.27
C -0.97 0.61 1.22
O -2.24 0.22 1.65
C 0.52 0.56 -0.94
C 1.34 -0.75 -0.87
O 1.04 -1.52 0.27
H -0.19 0.05 1.75
H -0.80 1.68 1.42
H -2.69 -0.09 0.85
H 0.33 0.81 -1.99
H 1.06 1.40 -0.48
H 1.09 -1.36 -1.74
H 2.41 -0.52 -0.92
H 1.72 -1.40 0.94

Entry 2:
15
Properties=species:S:1:pos:R:3 method="wB97M-V/def2-TZVPD" e_lumo_ev=0.88 gap_ev=11.282 e_homo_ev=-10.40 de_lowest_kj_mol=93.24 e_tot_ev=-10420.0371 charge=0 largest_force_ev_per_a=0.5 spin_multiplicity=1
C -1.42 1.10 -0.86
C -0.44 0.51 0.14
O -1.04 0.57 1.42
C -0.06 -0.94 -0.21
O 1.31 -1.06 -0.64
C 2.21 -0.86 0.32
O 1.96 -0.60 1.47
H -2.34 0.51 -0.90
H -0.97 1.12 -1.86
H -1.68 2.13 -0.58
H 0.48 1.11 0.13
H -0.36 0.31 2.05
H -0.64 -1.34 -1.04
H -0.21 -1.58 0.67
H 3.22 -0.98 -0.09

Entry 3:
15
Properties=species:S:1:pos:R:3 method="wB97M-V/def2-TZVPD" e_lumo_ev=-0.03 gap_ev=7.641 e_homo_ev=-7.67 de_lowest_kj_mol=435.02 e_tot_ev=-10416.4948 charge=0 largest_force_ev_per_a=1.8 spin_multiplicity=1
C -1.01 0.15 -0.47
C -0.41 -1.15 -0.62
C 1.14 0.91 0.39
C 0.86 -0.96 0.44
O -1.08 1.00 -1.46
O -1.77 0.46 0.58
O 1.91 -1.55 0.18
H -1.41 1.86 -1.14
H -1.59 -0.14 1.32
H -1.05 -1.99 -0.35
H 0.03 -1.28 -1.60
H 0.43 -0.99 1.48
H 0.45 1.68 0.76
H 1.97 0.86 1.09
H 1.52 1.14 -0.60

Entry 4:
15
Properties=species:S:1:pos:R:3 method="wB97M-V/def2-TZVPD" e_lumo_ev=0.90 gap_ev=10.938 e_homo_ev=-10.04 de_lowest_kj_mol=200.82 e_tot_ev=-10418.9221 charge=0 largest_force_ev_per_a=1.4 spin_multiplicity=1
C -2.03 -0.21 0.24
O -0.74 0.33 0.08
C -0.32 1.60 -2.30
O -1.43 1.58 -2.53
C 0.27 -0.43 0.70
C 1.60 0.03 0.11
O 2.62 -0.63 0.84
H -2.10 -1.22 -0.20
H -2.32 -0.27 1.30
H -2.72 0.45 -0.28
H 0.28 -0.27 1.79
H 0.14 -1.51 0.51
H 1.62 -0.23 -0.96
H 1.66 1.12 0.20
H 3.47 -0.34 0.48

Entry 5:
15
Properties=species:S:1:pos:R:3 method="wB97M-V/def2-TZVPD" e_lumo_ev="-3.75 / -10.26" gap_ev="12.501 / 5.221" e_homo_ev="-16.25 / -15.48" de_lowest_kj_mol=83.68 e_tot_ev=-10409.4898 charge=+1 s2=0.76 largest_force_ev_per_a=3.9 spin_multiplicity=2
O 1.38 2.33 -0.94
C 0.78 1.65 -0.11
O -0.13 2.35 0.75
C 0.95 0.10 0.05
C -0.53 -0.54 -0.03
C -0.48 -2.05 0.34
O -1.13 -0.15 -1.27
H 0.02 3.24 0.41
H 1.56 -0.31 -0.77
H 1.43 -0.14 0.99
H -0.97 0.02 0.78
H -0.04 -2.64 -0.57
H 0.05 -2.24 1.26
H -1.51 -2.44 0.46
H -1.39 0.82 -1.34

Entry 6:
16
Properties=species:S:1:pos:R:3 method="wB97M-V/def2-TZVPD" e_lumo_ev=-10.00 gap_ev=8.509 e_homo_ev=-18.51 de_lowest_kj_mol=51.03 e_tot_ev=-41932.7784 charge=+2 largest_force_ev_per_a=1.7 spin_multiplicity=1
H -0.06 1.27 -1.89
C -0.56 -0.77 -1.36
H 0.46 -1.16 -1.32
H -1.25 -1.57 -1.64
C -0.69 0.44 -2.24
H -1.73 0.79 -2.28
H -0.37 0.16 -3.26
O -0.97 -0.45 0.01
C -0.12 -0.40 1.00
O -0.53 -0.77 2.11
Yb -2.73 -1.42 2.50
O 1.06 0.03 0.75
C 1.74 0.82 1.74
H 1.08 1.62 2.09
H 2.05 0.18 2.57
H 2.61 1.24 1.22

Please write out number 3 again, unchanged.
15
Properties=species:S:1:pos:R:3 method="wB97M-V/def2-TZVPD" e_lumo_ev=-0.03 gap_ev=7.641 e_homo_ev=-7.67 de_lowest_kj_mol=435.02 e_tot_ev=-10416.4948 charge=0 largest_force_ev_per_a=1.8 spin_multiplicity=1
C -1.01 0.15 -0.47
C -0.41 -1.15 -0.62
C 1.14 0.91 0.39
C 0.86 -0.96 0.44
O -1.08 1.00 -1.46
O -1.77 0.46 0.58
O 1.91 -1.55 0.18
H -1.41 1.86 -1.14
H -1.59 -0.14 1.32
H -1.05 -1.99 -0.35
H 0.03 -1.28 -1.60
H 0.43 -0.99 1.48
H 0.45 1.68 0.76
H 1.97 0.86 1.09
H 1.52 1.14 -0.60